(1)
Computed, not measured: a cluster of 10 separate species, C20H60O20 in total at a distorted geometry, with ωB97M-V with the def2-TZVPD basis set.

```
100
Properties=species:S:1:pos:R:3:lowdin_charge:R:1
O 0.317 -3.503 -1.608 -0.06
C -0.367 -4.467 -0.825 -0.23
C -1.508 -5.046 -1.654 -0.21
O -1.050 -5.714 -2.862 -0.07
H 0.335 -3.917 -2.474 0.11
H 0.294 -5.293 -0.563 0.12
H -0.875 -4.120 0.075 0.13
H -2.143 -4.225 -1.986 0.12
H -2.144 -5.734 -1.097 0.12
H -1.711 -6.297 -3.242 0.08
O 4.491 -0.304 -4.528 -0.09
C 3.543 -1.045 -3.816 -0.24
C 4.053 -2.524 -3.941 -0.25
O 3.877 -3.181 -5.161 -0.05
H 4.150 0.584 -4.395 0.01
H 3.624 -0.669 -2.796 0.11
H 2.530 -0.842 -4.162 0.11
H 3.553 -3.223 -3.270 0.11
H 5.083 -2.516 -3.583 0.12
H 4.345 -2.578 -5.744 0.08
O 0.733 -5.777 3.017 -0.07
C 1.962 -5.078 2.901 -0.20
C 1.704 -3.674 2.117 -0.20
O 2.751 -2.683 2.235 -0.09
H 0.662 -6.405 2.294 0.08
H 2.310 -4.795 3.894 0.11
H 2.784 -5.559 2.371 0.11
H 0.818 -3.183 2.519 0.09
H 1.544 -3.799 1.047 0.08
H 2.594 -2.071 1.513 0.05
O -0.112 2.459 1.891 -0.08
C -1.444 2.702 2.193 -0.22
C -1.847 4.180 1.770 -0.21
O -0.972 5.086 2.406 -0.07
H 0.246 1.880 2.567 0.05
H -2.152 2.012 1.734 0.10
H -1.470 2.634 3.281 0.12
H -2.899 4.414 1.929 0.12
H -1.765 4.312 0.691 0.10
H -0.127 4.979 1.964 0.03
O 4.016 2.278 -1.952 -0.09
C 3.483 3.385 -2.702 -0.21
C 3.952 3.289 -4.207 -0.14
O 3.459 2.053 -4.839 -0.10
H 3.500 2.344 -1.145 0.02
H 2.401 3.298 -2.612 0.11
H 3.863 4.269 -2.190 0.11
H 5.039 3.256 -4.289 0.13
H 3.375 4.038 -4.749 0.11
H 2.499 2.059 -4.842 0.10
O 2.296 2.771 0.282 -0.09
C 3.087 3.439 1.273 -0.17
C 2.982 5.010 1.224 -0.21
O 1.658 5.380 1.514 -0.07
H 1.386 2.881 0.568 0.05
H 2.751 3.035 2.227 0.12
H 4.127 3.137 1.148 0.12
H 3.234 5.515 0.292 0.11
H 3.721 5.438 1.901 0.11
H 1.616 6.301 1.784 0.10
O 0.831 0.760 4.005 -0.08
C 0.305 -0.537 3.712 -0.21
C -1.011 -0.814 4.510 -0.23
O -0.730 -0.788 5.884 -0.05
H 1.071 0.663 4.930 0.09
H 0.120 -0.556 2.638 0.11
H 1.067 -1.259 4.006 0.11
H -1.463 -1.765 4.228 0.11
H -1.685 -0.002 4.239 0.11
H -0.752 0.132 6.158 0.09
O -6.638 -0.622 0.296 -0.07
C -6.035 -1.295 1.389 -0.22
C -4.502 -0.976 1.500 -0.20
O -4.015 -1.382 2.790 -0.08
H -7.375 -1.120 -0.065 0.09
H -6.499 -1.070 2.349 0.11
H -6.193 -2.367 1.274 0.11
H -4.246 0.026 1.156 0.09
H -3.919 -1.590 0.815 0.10
H -4.082 -2.327 2.950 0.08
O 1.416 -1.444 -0.491 -0.09
C 0.834 -0.393 -1.322 -0.16
C -0.601 -0.062 -0.850 -0.22
O -1.454 -1.173 -0.701 -0.08
H 1.082 -2.327 -0.665 0.01
H 1.503 0.466 -1.267 0.11
H 0.767 -0.739 -2.353 0.11
H -1.070 0.678 -1.499 0.11
H -0.659 0.282 0.182 0.10
H -0.985 -1.915 -0.314 0.05
O -5.847 1.876 -1.276 -0.07
C -4.431 1.620 -1.093 -0.23
C -3.663 2.635 -1.958 -0.20
O -3.662 3.937 -1.303 -0.09
H -6.331 1.101 -0.981 0.04
H -4.069 1.790 -0.079 0.10
H -4.140 0.653 -1.502 0.12
H -4.201 2.828 -2.886 0.12
H -2.612 2.364 -2.053 0.10
H -4.290 4.515 -1.743 0.08
```

The HOMO-LUMO gap comes out at 9.3 eV. As for the SMILES: OCCO.OCCO.OCCO.OCCO.OCCO.OCCO.OCCO.OCCO.OCCO.OCCO. The calculation puts the energy above the lowest of the compared OMol25 structures with the same formula, charge and spin at 3.269 eV. The LUMO energy comes out at 0.002 hartree. As for the net charge: 0.


(2)
Computed, not measured: a cluster of 6 separate species, C20H60O21P6 in total at a distorted geometry, with ωB97M-V with the def2-TZVPD basis set.

```
107
Properties=species:S:1:pos:R:3:lowdin_charge:R:1
C 1.584 -6.096 -4.325 -0.10
O 2.581 -5.070 -4.140 -0.22
P 4.139 -5.471 -4.479 0.52
O 4.435 -6.501 -3.451 -0.25
O 4.643 -3.987 -4.099 -0.26
C 4.522 -3.546 -2.748 -0.10
O 5.300 -5.681 -5.593 -0.25
C 6.645 -5.501 -5.157 -0.10
H 0.616 -5.607 -4.410 0.09
H 1.767 -6.671 -5.229 0.08
H 1.578 -6.759 -3.461 0.09
H 4.555 -4.381 -2.047 0.08
H 3.593 -2.995 -2.618 0.07
H 5.355 -2.878 -2.534 0.10
H 6.830 -6.021 -4.219 0.09
H 6.878 -4.443 -5.054 0.09
H 7.283 -5.927 -5.930 0.09
C 4.756 0.440 1.796 -0.10
O 5.578 0.650 2.972 -0.21
P 4.813 1.160 4.327 0.52
O 4.328 2.510 3.939 -0.25
O 6.199 1.167 5.157 -0.27
C 7.219 2.091 4.788 -0.10
O 3.927 0.785 5.636 -0.25
C 4.053 1.647 6.763 -0.11
H 5.297 -0.206 1.117 0.08
H 3.814 -0.032 2.058 0.06
H 4.571 1.396 1.308 0.10
H 6.798 2.984 4.326 0.09
H 7.923 1.620 4.102 0.08
H 7.749 2.377 5.695 0.09
H 3.991 2.694 6.469 0.09
H 4.987 1.457 7.290 0.09
H 3.222 1.415 7.427 0.09
C -7.564 -0.975 -2.851 -0.11
O -6.238 -0.893 -3.407 -0.24
P -5.138 0.073 -2.616 0.64
O -5.789 1.400 -2.879 -0.26
O -4.046 -0.320 -3.752 -0.29
C -4.319 -0.013 -5.116 -0.11
O -3.887 0.641 -1.654 -0.31
C -3.014 1.610 -2.222 -0.12
H -8.033 -1.876 -3.240 0.09
H -7.537 -1.035 -1.765 0.08
H -8.143 -0.106 -3.157 0.09
H -4.978 0.851 -5.205 0.09
H -4.770 -0.871 -5.614 0.08
H -3.369 0.214 -5.598 0.09
H -3.569 2.388 -2.744 0.08
H -2.302 1.138 -2.899 0.08
H -2.461 2.064 -1.402 0.09
C -7.065 -2.365 4.173 -0.10
O -6.108 -1.344 4.523 -0.22
P -4.537 -1.807 4.655 0.52
O -4.567 -2.726 5.822 -0.25
O -4.078 -0.307 5.029 -0.26
C -4.527 0.270 6.254 -0.10
O -3.134 -2.149 3.920 -0.27
C -1.930 -1.969 4.653 -0.12
H -7.952 -1.869 3.785 0.08
H -6.673 -3.033 3.409 0.08
H -7.331 -2.936 5.061 0.09
H -4.723 -0.495 7.005 0.09
H -5.429 0.857 6.083 0.08
H -3.740 0.929 6.615 0.09
H -1.990 -2.389 5.656 0.09
H -1.677 -0.910 4.708 0.09
H -1.136 -2.482 4.114 0.08
C -4.208 5.928 -2.704 -0.10
O -3.152 6.905 -2.621 -0.25
P -1.645 6.447 -3.167 0.62
O -1.422 5.390 -2.120 -0.27
O -1.071 7.914 -2.795 -0.28
C -1.189 8.386 -1.453 -0.10
O -0.300 6.121 -4.068 -0.28
C 0.959 6.261 -3.421 -0.12
H -5.156 6.458 -2.658 0.09
H -4.164 5.372 -3.638 0.08
H -4.138 5.241 -1.863 0.08
H -1.210 7.560 -0.742 0.09
H -2.089 8.989 -1.343 0.08
H -0.320 9.010 -1.248 0.09
H 0.956 5.783 -2.443 0.09
H 1.231 7.312 -3.327 0.08
H 1.692 5.766 -4.057 0.09
C 3.808 -2.573 0.750 -0.09
O 3.771 -1.426 -0.092 -0.22
C 2.509 -1.264 -0.733 -0.25
C 1.635 -0.206 -0.052 -0.17
C 0.973 -0.648 1.282 -0.28
C -0.567 -0.629 1.250 -0.39
P -1.226 -2.017 0.086 0.70
H 4.360 -2.276 1.644 0.08
H 2.826 -2.964 1.007 0.08
H 4.374 -3.401 0.311 0.08
H 1.985 -2.205 -0.914 0.09
H 2.728 -0.863 -1.728 0.12
H 2.314 0.618 0.163 0.10
H 0.865 0.108 -0.757 0.11
H 1.278 0.072 2.044 0.10
H 1.275 -1.655 1.570 0.08
H -0.993 0.353 1.035 0.07
H -0.898 -0.884 2.274 0.04
H 0.061 -2.603 -0.058 -0.03
H -2.053 -2.492 1.152 -0.03
H -1.732 -1.030 -0.815 -0.04
H -1.839 -3.039 -0.769 -0.11
```

The HOMO-LUMO gap comes out at 6.0 eV. As for the SMILES: COP(=O)(OC)OC.COP(=O)(OC)OC.COP(=O)(OC)OC.COP(=O)(OC)OC.COP(=O)(OC)OC.COCCCC[PH4]. The LUMO energy comes out at -0.073 hartree. As for the net charge: 0.


(3)
Computed, not measured: a cluster of 9 separate species, C20H61N3O9 in total at a distorted geometry, with ωB97M-V with the def2-TZVPD basis set.

```
93
Properties=species:S:1:pos:R:3:lowdin_charge:R:1
C 4.899 0.348 2.062 -0.07
O 4.305 1.218 1.116 -0.23
C 5.264 1.559 0.192 -0.25
C 4.776 2.582 -0.875 -0.43
C 3.665 1.893 -1.650 -0.06
N 5.898 3.078 -1.655 0.04
H 4.240 0.031 2.874 0.07
H 5.736 0.843 2.544 0.09
H 5.250 -0.517 1.436 0.11
H 6.170 1.978 0.733 0.14
H 5.653 0.663 -0.357 0.14
H 4.398 3.486 -0.362 0.14
H 3.044 1.304 -1.007 0.06
H 4.139 1.234 -2.390 0.08
H 3.013 2.483 -2.279 0.07
H 5.903 2.693 -2.601 0.07
H 5.639 4.046 -1.832 0.07
C 3.102 1.564 4.927 -0.08
O 3.080 0.151 4.811 -0.20
C 2.154 -0.503 5.627 -0.24
C 2.158 -1.978 5.294 -0.43
C 1.535 -2.326 3.920 -0.06
N 1.537 -2.816 6.373 0.02
H 3.604 1.907 5.798 0.08
H 2.130 1.909 4.929 0.06
H 3.617 1.966 4.085 0.07
H 2.352 -0.382 6.688 0.12
H 1.159 -0.125 5.379 0.13
H 3.247 -2.195 5.294 0.14
H 2.048 -1.602 3.220 0.08
H 0.501 -2.088 3.768 0.05
H 1.680 -3.388 3.479 0.10
H 1.909 -2.424 7.255 0.07
H 0.540 -2.564 6.331 0.07
C -6.296 2.193 -5.164 -0.12
O -5.087 1.586 -4.739 -0.20
C -5.295 0.332 -4.107 -0.20
C -3.933 -0.350 -3.654 -0.42
C -3.231 0.474 -2.566 -0.04
N -3.018 -0.548 -4.789 0.05
H -6.058 3.080 -5.715 0.07
H -6.941 2.424 -4.271 0.10
H -6.818 1.542 -5.901 0.09
H -5.891 0.464 -3.205 0.11
H -5.854 -0.372 -4.796 0.13
H -4.283 -1.259 -3.216 0.10
H -3.772 0.485 -1.630 0.06
H -2.972 1.434 -2.962 0.07
H -2.265 -0.080 -2.387 0.07
H -2.233 -1.026 -4.405 0.03
H -3.428 -1.234 -5.444 0.08
C 1.741 4.356 2.572 -0.10
C 1.161 3.192 1.814 -0.38
O 1.743 1.964 2.050 -0.08
H 2.801 4.569 2.394 0.07
H 1.788 4.155 3.661 0.07
H 1.125 5.255 2.413 0.08
H 1.116 3.456 0.711 0.12
H 0.071 3.070 1.999 0.11
H 2.644 2.023 1.639 0.07
C 1.889 -1.590 -4.533 -0.08
C 1.317 -1.133 -3.258 -0.32
O 0.163 -1.876 -2.901 -0.09
H 2.085 -2.618 -4.523 0.06
H 2.826 -1.121 -4.795 0.08
H 1.239 -1.423 -5.386 0.09
H 1.119 -0.096 -3.170 0.10
H 2.059 -1.336 -2.440 0.13
H 0.360 -2.788 -3.119 0.08
C -5.108 -2.743 0.109 -0.13
O -4.063 -1.759 0.351 -0.15
H -5.707 -2.810 1.051 0.09
H -5.773 -2.508 -0.711 0.07
H -4.787 -3.808 0.046 0.07
H -3.247 -1.915 -0.161 0.04
C -2.562 -4.370 -2.241 -0.14
O -1.250 -4.245 -1.712 -0.12
H -3.327 -4.416 -1.413 0.07
H -2.810 -3.576 -2.915 0.06
H -2.612 -5.358 -2.741 0.09
H -1.337 -3.919 -0.817 0.06
C -3.622 1.255 1.968 -0.15
O -3.117 0.075 2.553 -0.13
H -3.741 0.990 0.923 0.06
H -4.562 1.456 2.433 0.07
H -2.887 2.028 2.046 0.07
H -3.484 -0.717 2.179 0.03
C -0.605 -0.561 0.202 -0.09
O -1.366 -1.672 -0.313 -0.16
H 0.307 -0.448 -0.363 0.07
H -1.150 0.361 0.186 0.07
H -0.348 -0.758 1.247 0.08
H -1.061 -1.814 -1.215 0.03
```

The HOMO-LUMO gap comes out at 10.0 eV. As for the SMILES: COC[C@H](C)N.COC[C@H](C)N.COC[C@H](C)N.CCO.CCO.CO.CO.CO.CO. The calculation puts the energy above the lowest of the compared OMol25 structures with the same formula, charge and spin at 2.705 eV. The LUMO energy comes out at 0.022 hartree. As for the net charge: 0.


(4)
Computed, not measured: a cluster of 9 separate species, C20H62N4O9 in total at a distorted geometry, with ωB97M-V with the def2-TZVPD basis set.

```
95
Properties=species:S:1:pos:R:3:lowdin_charge:R:1
C -2.829 0.724 -3.905 -0.11
O -1.868 0.202 -3.030 -0.22
C -2.368 -0.316 -1.792 -0.18
C -3.209 -1.560 -1.905 -0.42
C -3.904 -1.805 -0.575 -0.06
N -2.393 -2.752 -2.225 0.04
H -3.601 0.000 -4.204 0.08
H -2.357 1.004 -4.842 0.10
H -3.460 1.506 -3.469 0.09
H -1.488 -0.469 -1.165 0.10
H -2.892 0.498 -1.278 0.13
H -3.961 -1.378 -2.683 0.12
H -4.445 -2.754 -0.549 0.08
H -4.591 -1.028 -0.237 0.09
H -3.161 -1.884 0.224 0.06
H -3.068 -3.483 -2.443 0.09
H -1.955 -2.565 -3.130 0.09
C 2.481 5.807 -1.114 -0.11
O 1.796 4.598 -1.310 -0.25
C 0.381 4.720 -1.256 -0.18
C -0.190 3.481 -1.951 -0.42
C 0.156 3.526 -3.444 -0.04
N -1.656 3.408 -1.835 0.07
H 3.545 5.601 -1.235 0.09
H 2.392 6.275 -0.126 0.09
H 2.126 6.521 -1.866 0.09
H 0.076 4.750 -0.202 0.13
H 0.140 5.643 -1.800 0.13
H 0.363 2.665 -1.467 0.12
H -0.337 2.691 -3.945 0.08
H 1.235 3.487 -3.574 0.05
H -0.284 4.436 -3.857 0.09
H -1.796 3.222 -0.842 0.08
H -1.921 2.553 -2.313 0.03
C 1.932 2.243 2.672 -0.04
O 1.012 1.554 3.544 -0.25
C 1.596 1.037 4.716 -0.21
C 0.555 0.216 5.461 -0.42
C -0.719 1.007 5.691 -0.06
N 1.114 -0.246 6.754 0.04
H 2.289 3.082 3.272 0.09
H 1.298 2.642 1.884 0.09
H 2.699 1.572 2.293 0.10
H 2.431 0.364 4.479 0.13
H 2.051 1.836 5.317 0.13
H 0.248 -0.621 4.827 0.11
H -1.147 1.328 4.737 0.07
H -0.533 1.984 6.156 0.09
H -1.446 0.478 6.306 0.08
H 1.662 0.517 7.146 0.07
H 0.324 -0.298 7.390 0.06
C 0.392 -7.151 -1.118 -0.11
O 1.106 -5.923 -1.124 -0.18
C 0.234 -4.870 -0.731 -0.20
C 1.066 -3.593 -0.732 -0.39
C 1.980 -3.412 0.484 -0.05
N 0.274 -2.348 -0.828 0.02
H 1.040 -8.024 -1.100 0.08
H -0.248 -7.119 -2.004 0.09
H -0.247 -7.300 -0.240 0.08
H -0.628 -4.767 -1.392 0.11
H -0.101 -5.054 0.297 0.13
H 1.763 -3.630 -1.578 0.14
H 2.823 -2.734 0.359 0.08
H 2.439 -4.381 0.718 0.08
H 1.415 -3.125 1.374 0.07
H -0.574 -2.534 -1.395 0.04
H -0.200 -2.265 0.085 0.05
C 3.953 2.086 -3.571 -0.07
C 2.835 2.135 -2.523 -0.30
O 3.078 1.113 -1.552 -0.09
H 3.769 1.276 -4.283 0.07
H 4.962 1.969 -3.183 0.07
H 3.862 2.927 -4.269 0.07
H 1.913 1.947 -3.067 0.08
H 2.780 3.110 -2.033 0.09
H 3.874 1.346 -1.067 0.09
C -2.990 -1.857 3.289 -0.08
C -1.537 -2.179 2.935 -0.30
O -1.199 -1.624 1.673 -0.14
H -3.224 -2.274 4.270 0.07
H -3.716 -2.209 2.557 0.06
H -3.095 -0.770 3.315 0.07
H -1.380 -3.257 2.882 0.11
H -0.900 -1.837 3.755 0.08
H -0.987 -0.671 1.780 0.00
O 0.698 0.393 -0.211 -0.08
H 1.486 0.780 -0.638 0.02
H 0.701 -0.553 -0.464 0.01
O -0.970 0.884 1.825 -0.07
H -0.352 1.039 2.575 0.03
H -0.386 0.853 1.024 0.01
O 0.813 -0.713 -3.486 -0.06
H 1.147 -1.348 -2.839 0.01
H 0.010 -0.353 -3.073 0.00
```

The HOMO-LUMO gap comes out at 9.9 eV. As for the SMILES: COC[C@H](C)N.COC[C@H](C)N.COC[C@H](C)N.COC[C@H](C)N.CCO.CCO.O.O.O. The calculation puts the energy above the lowest of the compared OMol25 structures with the same formula, charge and spin at 0.000 eV. The LUMO energy comes out at 0.021 hartree. As for the net charge: 0.